(1)
13 unconnected molecules or ions with the total composition C60H70B5F38N10P3, computed with wB97M-V/def2-TZVPD.

Summary:
- orbital gap (eV) = 8.192
- LUMO (Eh) = -0.19509
- highest occupied orbital energy (eV) = -13.5005
- charge = +2
- spin multiplicity = 1

```
186
C60H70B5F38N10P3 | OMol25 | wB97M-V/def2-TZVPD
C 21.80259 15.10431 17.97038
N 20.73549 14.24611 17.35159
C 20.74215 12.95754 17.64329
C 19.69884 12.09142 17.25857
C 18.68728 12.67407 16.50340
C 18.76103 13.99355 16.10326
C 19.77047 14.79175 16.62673
C 17.46702 11.96115 16.17530
C 16.71435 11.44311 17.20333
C 15.47808 10.89057 16.99616
N 15.05060 10.80278 15.70970
C 15.77916 11.21813 14.66858
C 16.99963 11.83154 14.86430
C 13.70916 10.23438 15.46267
H 21.62296 16.17731 17.88978
H 22.72028 14.85911 17.44916
H 21.81725 14.72205 18.99358
H 21.60926 12.60600 18.20666
H 19.66236 11.07300 17.62058
H 17.92328 14.43198 15.58037
H 19.91205 15.84750 16.44344
H 17.12235 11.46616 18.21601
H 14.81239 10.45785 17.71941
H 15.31248 11.29974 13.69855
H 17.49472 12.21160 14.00750
H 12.95007 10.62066 16.16703
H 13.73941 9.14657 15.54492
H 13.48274 10.41368 14.41491
C 12.02263 14.15945 11.07909
N 13.34730 13.61037 10.79903
C 14.33088 13.65597 11.68552
C 15.60339 13.25530 11.33493
C 15.80151 12.83574 10.06883
C 14.75612 12.75631 9.14946
C 13.50644 13.10828 9.56074
C 17.15352 12.56889 9.54296
C 17.50238 11.22102 9.41391
C 18.76222 10.97470 8.87850
N 19.64850 11.96158 8.60781
C 19.34646 13.24304 8.79047
C 18.07234 13.62492 9.19496
C 20.98633 11.56311 8.19546
H 11.75930 14.83573 10.29135
H 12.13477 14.74729 11.98254
H 11.24046 13.38734 11.11090
H 14.18912 14.15546 12.63806
H 16.38369 13.25728 12.10331
H 14.84798 12.42850 8.11166
H 12.62509 13.15419 8.92805
H 16.85653 10.44397 9.74209
H 19.10843 9.96027 8.81365
H 20.15096 13.97931 8.68349
H 17.82764 14.65102 9.31158
H 21.49413 12.43551 7.80223
H 21.00460 10.71945 7.46117
H 21.57272 11.22352 9.04660
C 10.07745 21.81583 10.15974
N 11.35995 21.46225 10.77535
C 11.76880 21.92553 11.94447
C 12.88367 21.46085 12.59600
C 13.60797 20.43149 11.96054
C 13.22499 20.03585 10.68052
C 12.08978 20.55299 10.15686
C 14.79033 19.79766 12.59305
C 14.61332 18.47644 13.01924
C 15.73045 17.76766 13.30740
N 16.93237 18.32627 13.29402
C 17.12757 19.64073 13.10256
C 16.03347 20.41811 12.73386
C 18.07778 17.45785 13.47032
H 10.25846 22.35397 9.21934
H 9.52507 22.35952 10.92693
H 9.60125 20.84711 10.08558
H 11.14578 22.67318 12.36348
H 13.10819 21.83315 13.57542
H 13.75578 19.17359 10.20831
H 11.68025 20.22335 9.23271
H 13.68561 17.97438 12.90354
H 15.65218 16.72700 13.59594
H 18.12700 19.97959 13.15553
H 16.13370 21.44521 12.39496
H 18.18210 17.26587 14.52683
H 18.93071 18.01367 13.02184
H 17.96370 16.48431 13.00617
C 11.21802 17.50755 16.02183
N 10.66976 16.12782 15.83482
C 10.79632 15.54646 14.64119
C 10.15146 14.32701 14.38069
C 9.38106 13.79630 15.39785
C 9.20585 14.50448 16.59658
C 9.79553 15.68354 16.76731
C 8.79001 12.44790 15.13218
C 7.56424 12.25114 14.48741
C 7.18391 10.95816 14.12738
N 8.03244 9.96340 14.40472
C 9.15069 10.12354 15.12962
C 9.56173 11.35056 15.49025
C 7.66608 8.61662 13.92054
H 11.56000 17.87298 15.05488
H 12.10826 17.46252 16.66672
H 10.43432 18.08694 16.48097
H 11.43175 16.03627 13.91705
H 10.24803 13.82244 13.42207
H 8.68490 13.98549 17.40942
H 9.75594 16.26315 17.66873
H 6.88047 13.09713 14.25635
H 6.23678 10.73368 13.70404
H 9.77114 9.24021 15.27759
H 10.47143 11.58724 16.00730
H 6.61851 8.65601 13.64953
H 7.91148 7.93040 14.73210
H 8.27684 8.41379 13.00919
C 14.85477 13.74955 19.91865
N 14.94538 15.25314 19.83354
C 13.86002 15.98092 19.72303
C 13.97057 17.35659 19.68418
C 15.20223 17.98374 19.72409
C 16.35789 17.14364 19.75288
C 16.19401 15.77222 19.84080
C 15.29638 19.45311 19.66306
C 16.52379 20.02627 20.01280
C 16.73245 21.34919 19.74831
N 15.71045 22.10594 19.34322
C 14.53382 21.62115 19.07574
C 14.25113 20.27571 19.23427
C 16.00640 23.51718 19.05894
H 14.76578 13.51818 21.00035
H 15.77699 13.27943 19.53308
H 14.00116 13.36932 19.32615
H 12.97395 15.36799 19.62897
H 13.04981 17.91134 19.68018
H 17.36986 17.52270 19.76910
H 17.02104 15.07319 19.87130
H 17.29126 19.42789 20.42694
H 17.71600 21.77537 19.84248
H 13.83220 22.29512 18.61458
H 13.27946 19.90138 18.92340
H 16.45023 23.54923 18.06346
H 16.69849 23.95541 19.77865
H 15.15836 24.17811 19.11935
B 18.71424 13.32370 20.27930
F 18.01409 14.01438 21.32573
F 20.06821 12.89568 20.55949
F 17.90997 12.21964 19.77610
F 18.82269 14.27449 19.18336
B 19.30696 13.51922 12.47018
F 18.04427 14.16728 12.81762
F 19.99399 14.19508 11.42196
F 20.07340 13.46843 13.60397
F 19.02339 12.20395 12.05572
B 15.12181 16.53153 10.18432
F 15.15146 17.87945 9.71321
F 14.85733 15.61236 9.11413
F 16.31384 16.20265 10.81031
F 14.02186 16.45056 11.14990
B 10.21134 18.96040 13.13148
F 9.33310 18.06143 13.74765
F 11.57471 18.37285 13.04280
F 9.78110 19.32933 11.80952
F 10.27862 20.16467 13.84415
B 11.50946 12.30481 18.39677
F 10.10465 12.15887 18.06118
F 11.69955 13.64293 18.92852
F 11.92336 11.34344 19.36873
F 12.27465 12.16642 17.20528
P 19.05139 19.24406 17.11168
F 17.62590 19.35007 16.46786
F 19.68958 18.76529 15.65272
F 19.15279 20.85105 16.73552
F 20.54518 19.22901 17.70995
F 18.46161 19.75893 18.58336
F 18.80433 17.71067 17.50671
P 11.16230 10.49849 11.82152
F 9.76486 9.72025 11.63108
F 12.02668 9.30373 11.14483
F 11.00285 11.13700 10.35894
F 12.52056 11.29576 12.03661
F 10.30411 11.69414 12.53093
F 11.36062 9.77931 13.28358
P 14.73001 15.17904 15.86591
F 15.64002 14.46527 17.08069
F 14.02373 13.74530 15.62999
F 13.61000 15.55796 16.97750
F 13.74167 15.71905 14.66345
F 15.32518 16.64568 16.15404
F 15.86019 14.83920 14.79171
```


(2)
A single C4H5NO molecule, computed with wB97M-V/def2-TZVPD.

Summary:
- orbital gap (eV) = 9.620
- relative energy (zero: lowest compared OMol25 entry of this formula, charge and spin) (kcal/mol) = 26.3
- LUMO (Eh) = 0.03521
- highest occupied orbital energy (eV) = -8.6617
- SMILES string = OC1=NC=CC1
- spin multiplicity = 1

```
11
C4H5NO | OMol25 | wB97M-V/def2-TZVPD
O 0.58569 -0.06732 2.21996
C 0.24103 -0.08095 0.94335
N -0.17928 -1.21405 0.47992
C -0.49302 -0.99537 -0.88213
C -0.26911 0.27214 -1.26186
C 0.24893 1.02851 -0.06013
H 0.30748 -1.12128 2.23476
H -0.86866 -1.82314 -1.47915
H -0.42335 0.70152 -2.24450
H 1.25445 1.44540 -0.20101
H -0.40413 1.85455 0.25079
```